# 1
Computed, not measured: C34H39ClMgN4O2P2 as an isolated structure in a non-equilibrium geometry, with wB97M-V/def2-TZVPD.

Calculated values
frontier orbital gap	7.6364	eV
LUMO level	0.010	Ha
total charge	0

Last column: Löwdin charge in e.
CARTESIAN COORDINATES (ANGSTROEM)
H: -4.537579 -3.740634 2.588355  0.093
H: 0.596051 3.763165 -4.990116  0.105
O: -0.282884 -1.013577 3.468477  -0.112
Cl: -1.900493 -0.741403 9.995122  0.673
P: -1.218183 -0.995759 0.399783  1.023
H: 1.764335 -1.667725 -1.675861  0.078
H: 2.699387 1.713332 2.649484  -0.045
H: -2.210220 1.618162 5.744685  0.120
C: -0.887848 -0.092131 4.122780  -0.583
H: 0.008378 -2.041595 5.707992  0.122
C: 4.592621 -2.430173 1.945488  -0.078
C: -0.600480 -1.331201 6.261900  -0.004
C: -1.840193 1.775095 0.215806  -0.116
C: 3.863665 0.726215 -1.313188  -0.126
C: 1.013058 0.531688 -4.180679  -0.125
N: 2.813567 0.929626 -0.413874  -0.237
H: 5.392238 2.105088 -2.100345  0.092
H: -2.842957 0.090636 -4.109567  0.100
H: 1.586536 -0.101413 -3.500701  0.073
C: 2.768490 2.291356 -0.078485  -0.132
C: -4.127994 -3.135933 1.795286  -0.085
H: 1.520030 2.402672 -3.304700  0.101
C: 1.006618 1.868765 -4.106443  -0.085
H: 0.608979 0.315542 -6.252477  0.098
O: -1.181244 1.025609 3.557739  -0.101
H: -2.500141 3.693276 -0.659309  0.103
P: 1.758781 -0.260233 0.251535  0.998
H: -3.920732 -1.621651 -1.186169  0.092
C: 4.513016 1.935446 -1.499522  -0.084
C: -0.311506 -1.757801 -0.955660  -0.332
H: -2.328285 -0.356850 -2.228527  0.074
C: -4.723196 -2.870117 0.509473  -0.079
C: 0.429247 -0.245243 -5.326081  -0.183
H: -1.595779 1.959512 1.264626  0.089
H: 3.853153 -0.332455 2.339311  0.090
H: 0.974243 -1.205278 -5.385749  0.114
C: 4.121102 -3.370431 0.978489  -0.087
H: 5.387929 -2.572532 2.654360  0.092
C: 3.813229 2.925880 -0.730826  -0.085
C: 0.555662 2.704763 -5.281429  -0.180
C: -0.813831 -1.467724 7.633655  -0.095
C: 1.020932 -1.012153 -1.199270  -0.383
H: -2.498817 2.531802 -4.434659  0.085
C: 3.104282 -2.756985 0.262915  -0.139
H: 1.273878 2.571299 -6.109142  0.119
C: -1.824528 1.791828 -4.856000  -0.117
C: -2.048594 0.622403 7.650790  -0.088
N: -1.823509 0.467219 -0.322451  -0.232
C: -2.368313 2.624697 -0.742265  -0.056
C: -1.137564 -0.239531 5.585015  -0.137
C: -2.911792 -2.487214 1.835601  -0.123
C: -1.083282 -0.568931 -5.240035  -0.176
C: 3.852252 -1.264323 1.795996  -0.104
H: 4.041781 3.978926 -0.668620  0.093
C: 1.814983 1.226316 3.091647  -0.249
N: -2.722503 -1.820375 0.609271  -0.237
H: -2.140615 -2.414477 2.588104  0.092
C: -2.723967 1.836498 -1.874313  -0.071
H: -0.899687 -1.789141 -1.885701  0.077
C: -0.859087 2.399997 -5.832887  -0.183
H: -0.112086 -2.797514 -0.640165  0.098
Mg: 0.097311 0.616309 1.984623  0.453
C: -1.945134 0.486612 -4.599023  -0.139
H: 2.483423 -3.129615 -0.535618  0.089
H: -2.562173 1.390241 8.224333  0.103
C: -3.845595 -2.052142 -0.197240  -0.114
H: -1.219247 -1.516302 -4.693875  0.100
H: 2.131837 0.271656 3.549392  -0.030
H: -0.777199 1.737413 -6.704525  0.104
C: -1.591953 -0.524953 8.317392  -0.682
C: -1.843412 0.743385 6.272340  -0.004
N: 2.932524 -1.462162 0.752735  -0.214
H: 4.037488 -0.247356 -1.748259  0.110
H: -1.298311 3.354638 -6.161583  0.111
H: 4.489981 -4.367151 0.819474  0.090
H: 1.400771 1.891436 3.877134  -0.022
C: -2.333879 0.528820 -1.610134  -0.147
H: 2.004482 2.648687 0.595952  0.089
H: -3.230143 2.182122 -2.761078  0.081
H: -1.458789 -0.746457 -6.269117  0.122
H: -5.671699 -3.253875 0.168820  0.091
H: -0.396436 -2.306409 8.179517  0.102
H: 0.825601 -0.169228 -1.879709  0.056

Atoms 1-2, force components in eV/Å:
H 0.0 0.1 0.0
H 0.1 -0.2 -0.1


# 2
Computed, not measured: C34H39MnN5O3P2S as an isolated structure in a non-equilibrium geometry, with wB97M-V/def2-TZVPD.

Calculated values
frontier orbital gap (alpha / beta)	6.7650 / 6.3966	eV
multiplicity	6
LUMO level (alpha / beta)	-0.050 / -0.064	Ha
total charge	0

Last column: Löwdin charge in e.
CARTESIAN COORDINATES (ANGSTROEM)
O: 4.691795 -3.871715 3.209029  -0.295
C: 0.123955 -3.601944 0.685682  -0.176
C: -0.623485 4.911050 -5.054293  -0.109
C: -2.670554 4.323679 2.575804  -0.170
C: -3.222603 2.919315 -1.606644  -0.410
H: 0.146832 0.474130 0.180458  0.080
C: 9.058296 -3.090884 0.455866  -0.062
C: 8.798912 -4.315187 1.093582  -0.058
H: 10.070680 -2.856606 0.097816  0.109
O: 5.480479 -0.338303 0.657061  -0.201
C: 7.501929 -4.602676 1.601059  -0.025
C: -3.713081 -0.031757 2.873273  -0.144
H: -0.297586 -4.429561 1.281762  0.121
C: 0.163500 -1.291077 1.478901  -0.124
C: 8.007355 -2.157095 0.316959  -0.009
H: -5.999564 1.439515 1.010314  0.093
H: 0.476933 -4.625262 -1.159170  0.112
H: -0.732218 -3.170269 0.145809  0.103
Mn: 3.933294 0.728285 1.488022  1.104
C: -2.297553 3.385843 -4.873569  -0.132
H: -1.620948 4.089763 2.671360  0.087
N: -3.544273 3.361193 2.049419  -0.245
H: -0.016635 -0.594409 2.303697  0.084
C: -5.478469 0.903863 1.795669  -0.168
S: 4.742531 -3.811856 1.768560  0.661
H: -7.019482 0.115532 3.143621  0.091
C: -5.981898 0.166591 2.859483  -0.083
H: -2.664471 -0.258081 3.021027  0.087
H: -0.643252 -0.417798 -2.289743  0.029
H: 2.259952 0.523421 3.786729  -0.058
N: -1.509816 3.309704 -3.721248  -0.261
O: 3.993766 -4.772605 0.980900  -0.307
H: -0.975590 -0.793173 -0.163668  0.083
H: -4.140491 1.097660 -0.739142  0.084
C: -1.740206 4.333785 -5.730874  -0.090
H: 7.292661 -5.440404 2.265931  0.122
P: -2.885897 1.930049 1.103718  1.109
H: 1.178916 -0.247865 -1.721604  0.100
H: -3.085040 3.982296 -1.326510  0.087
H: -5.567587 5.925350 2.548214  0.089
H: -2.992774 6.399604 3.288197  0.089
C: 6.697079 -2.535292 0.619901  -0.132
C: 6.448662 -3.765862 1.242051  -0.209
H: 8.181918 -1.117357 0.017885  0.121
C: 0.633416 -2.549945 1.627183  -0.102
C: -3.624233 -0.768154 -3.692998  -0.084
C: 0.925993 -1.134904 -1.127887  -0.206
H: 9.595031 -5.049219 1.252490  0.108
H: 0.022227 5.682904 -5.418880  0.083
H: -5.704154 3.319963 1.799044  0.083
C: 5.521884 -1.615126 0.799806  -0.488
H: 0.174773 4.435644 -2.993420  0.084
C: -3.385016 5.477083 2.875418  -0.103
H: -2.291245 -2.477321 -3.076439  0.093
H: 1.631268 -5.009238 0.084018  0.091
H: -4.850270 2.646846 -0.227452  0.068
C: -0.509244 4.292198 -3.817665  -0.171
C: 3.289711 0.156760 3.627852  -0.213
H: 0.234672 -1.759294 -1.692614  0.085
C: 2.191232 -3.291953 -0.920900  -0.120
H: 3.092936 -1.374502 -1.151727  0.088
C: -2.465427 -1.416760 -3.166472  -0.074
N: -2.177654 0.835294 -3.019733  -0.238
N: -4.076826 0.818177 1.816868  -0.283
H: -3.178128 2.782386 -5.013683  0.079
C: -4.870055 -0.449162 3.520356  -0.091
H: -3.932176 2.885786 -2.451522  0.067
H: -2.092451 4.576720 -6.714495  0.087
H: 3.103936 -3.809325 -1.182927  0.093
C: -4.832780 3.903165 2.075448  -0.150
C: -1.604211 -0.407737 -2.757771  -0.162
C: 2.168108 -1.966482 -1.138086  -0.117
H: 3.216557 -0.934378 3.520054  -0.052
P: -1.563206 2.328451 -2.179778  1.111
C: 0.080299 -0.634588 0.115930  -0.204
H: -4.040830 1.428439 -3.922878  0.082
H: -4.921316 -1.102434 4.377971  0.090
H: 4.090805 0.548884 4.305939  -0.032
C: -3.893152 2.136965 -0.447876  -0.401
C: 1.106124 -4.173138 -0.381330  -0.176
C: -4.752412 5.218237 2.517624  -0.093
H: -4.511852 -1.243645 -4.055360  0.088
C: -3.414704 0.602505 -3.617433  -0.167
H: 1.354568 -2.839051 2.391906  0.107
N: 4.431827 -2.253639 1.230125  -0.038

Atoms 1-2, force components in eV/Å:
O -0.2 0.0 -0.7
C 0.5 0.3 -1.4


# 3
Computed, not measured: C34H39N3O11Y as an isolated structure in a non-equilibrium geometry, with wB97M-V/def2-TZVPD.

Calculated values
frontier orbital gap	6.8584	eV
LUMO level	0.076	Ha
total charge	-1

Last column: Löwdin charge in e.
CARTESIAN COORDINATES (ANGSTROEM)
Y: 0.456494 0.067994 1.109495  1.722
C: -3.745017 -0.268343 1.725815  -0.057
H: 2.050296 -1.403125 -1.874464  0.068
H: 6.957453 1.312301 -0.285941  0.081
H: -3.992914 -2.032050 -0.442816  0.080
C: -0.104372 -0.892249 5.592298  -0.236
C: -3.029798 -0.836875 -3.840002  -0.044
H: -4.668175 -2.665620 1.080378  0.078
H: -2.599922 1.894158 -3.972167  0.081
H: -4.465770 -0.577208 2.491617  0.084
O: 0.406249 -1.826312 6.139315  0.155
C: -0.842190 -2.007033 -0.172588  -0.139
C: 2.988057 -0.997415 0.556314  -0.511
O: 1.230290 3.008373 4.199534  0.023
O: -1.261884 2.536616 5.455181  0.129
H: -1.552475 -2.826841 2.448695  0.085
H: -0.720393 3.048502 4.822007  0.107
C: -0.744934 0.729232 3.942740  -0.341
O: 3.397843 2.357427 -0.426252  0.049
C: -3.739510 -2.449004 0.537100  -0.053
C: 5.981102 1.791609 -0.289322  -0.028
C: -2.863527 -1.460880 1.335244  -0.536
O: -1.225004 0.308602 7.403110  0.111
C: -2.446398 1.401930 -3.007519  -0.059
N: 2.682765 0.275572 0.229731  0.078
C: -1.707823 -1.030453 0.398105  -0.358
C: 0.492797 3.226789 -0.351795  -0.181
H: -4.315367 0.102157 0.867526  0.076
O: 1.762603 1.290328 2.822707  -0.063
H: -1.227421 -3.820522 -3.288894  0.089
H: 4.608569 -2.465056 0.766690  0.111
N: 4.966067 0.779915 -0.036053  -0.051
C: -0.855898 0.260525 6.254494  -0.280
C: -2.050201 -0.186374 -0.702326  -0.093
H: -3.207118 -3.391408 0.375951  0.084
O: -0.956632 1.226409 2.793620  -0.077
C: -1.474181 -0.633658 -1.884806  -0.145
C: 1.582165 -1.843536 -2.757719  -0.030
C: 4.359090 -1.441565 0.530558  0.019
C: 3.624304 1.199202 -0.085036  -0.480
H: -0.583660 -2.562667 -4.349346  0.043
C: 0.834988 -3.807689 -1.478540  -0.071
H: 0.233115 5.084169 -1.368709  0.118
H: -3.869760 -0.868379 -3.141398  0.083
H: 2.310217 -2.508144 -3.238088  0.084
C: 5.289287 -0.512982 0.253267  -0.058
H: 0.310812 6.379429 0.782568  0.108
H: 5.952355 2.564629 0.477027  0.095
H: 0.158753 0.470020 -3.814094  0.045
H: -2.177474 -1.473658 3.402092  0.065
C: -0.650459 -1.775120 -1.535693  -0.114
O: 2.023684 -1.739548 0.888096  -0.093
H: -3.413272 1.366128 -2.499620  0.080
N: 0.666067 2.557023 0.780654  0.122
C: 0.330752 -2.640385 -2.343799  -0.510
H: -2.728607 -1.862769 -4.043533  0.066
H: -3.374102 -0.383804 -4.779589  0.083
H: 1.355557 -3.450440 -0.587518  0.064
H: 0.375286 -4.001697 -4.027329  0.079
C: 1.318895 2.442939 3.098195  -0.612
H: -3.241298 -2.804458 2.982521  0.085
O: 0.700216 3.004024 -2.691145  0.134
C: -0.970839 1.270217 5.206322  -0.166
C: -0.757075 0.102037 -4.274875  -0.051
H: 0.011579 -4.458265 -1.168270  0.089
C: -0.318996 -3.282760 -3.577848  -0.054
C: 0.702151 4.622441 1.949342  0.028
O: 0.581622 1.143339 -1.441493  0.077
C: -0.059791 -0.540008 4.129729  -0.276
C: -1.880370 -0.011045 -3.229678  -0.505
C: 0.361682 4.593849 -0.414724  0.017
C: -2.420239 -2.183033 2.611276  -0.039
H: -3.145487 0.550913 2.126661  0.069
H: 5.808659 2.270119 -1.250238  0.088
C: 0.849726 3.243334 1.896928  -0.158
H: -0.482577 -2.872644 0.365145  0.106
C: 0.429109 5.303073 0.779555  -0.029
H: -0.514599 -0.854247 -4.734768  0.056
H: -1.058410 0.779789 -5.079968  0.083
H: 1.535819 -4.407536 -2.068644  0.080
H: 0.835209 5.118073 2.901096  0.122
O: 0.431904 -1.178800 3.210706  0.025
C: 0.589668 2.340217 -1.535650  -0.471
H: 6.346677 -0.743900 0.242499  0.121
H: 1.354849 -1.035655 -3.450929  0.053
H: -2.763372 0.622965 -0.618119  0.102
H: -1.780918 2.025208 -2.405397  0.070
H: 0.743453 2.343587 -3.395198  0.115

Atoms 1-2, force components in eV/Å:
Y 0.4 0.5 0.3
C 0.0 0.0 0.0


The records above yield ΔE to the lowest compared entry with this formula, charge and spin values of 0.0, 69.2, 20.0 kJ/mol, respectively.